Record 1
{
  "formula": "C34H85IN37O23",
  "method": "the ωB97M-V functional and the def2-TZVPD basis",
  "lumo_ev": -3.94,
  "spin_multiplicity": 1,
  "orbital_gap_ev": 6.6,
  "charge": 1,
  "species": ["C", "O", "C", "O", "C", "C", "C", "C", "C", "C", "N", "C", "C", "N", "I", "C", "C", "O", "O", "C", "N", "C", "C", "O", "C", "C", "O", "H", "H", "H", "H", "H", "H", "H", "H", "H", "H", "H", "H", "H", "H", "H", "H", "H", "C", "O", "N", "N", "H", "H", "H", "H", "C", "O", "N", "N", "H", "H", "H", "H", "C", "O", "N", "N", "H", "H", "H", "H", "C", "O", "N", "N", "H", "H", "H", "H", "C", "O", "N", "N", "H", "H", "H", "H", "C", "O", "N", "N", "H", "H", "H", "H", "C", "O", "N", "N", "H", "H", "H", "H", "C", "O", "N", "N", "H", "H", "H", "H", "C", "O", "N", "N", "H", "H", "H", "H", "C", "O", "N", "N", "H", "H", "H", "H", "C", "O", "N", "N", "H", "H", "H", "H", "C", "O", "N", "N", "H", "H", "H", "H", "C", "O", "N", "N", "H", "H", "H", "H", "C", "O", "N", "N", "H", "H", "H", "H", "C", "O", "N", "N", "H", "H", "H", "H", "C", "O", "N", "N", "H", "H", "H", "H", "C", "O", "N", "N", "H", "H", "H", "H"],
  "positions_angstrom": [[1.8420, -2.1533, 2.4537], [2.3031, -0.8333, 2.8049], [2.0218, 0.2017, 1.9891], [2.3049, 1.3229, 2.3521], [1.3404, -0.0785, 0.6758], [-0.0325, -0.2892, 0.7294], [-0.7372, -0.5566, -0.4300], [-2.1948, -0.7391, -0.3053], [-2.8258, -1.9717, -0.3924], [-4.2012, -2.0861, -0.2557], [-4.9759, -1.0149, 0.0082], [-4.3468, 0.1580, 0.1377], [-2.9825, 0.3691, -0.0250], [-0.0733, -0.6105, -1.6219], [-1.2134, -1.0266, -3.3116], [1.2663, -0.4057, -1.7016], [1.9862, -0.4859, -3.0227], [2.8285, -1.6244, -3.0743], [2.2113, -2.6279, -2.2437], [2.0059, -0.1305, -0.5400], [3.4035, 0.0690, -0.7248], [4.2501, -0.7404, 0.1055], [5.2963, -0.0340, 0.9253], [4.1032, -1.9465, 0.1439], [3.8032, 1.4787, -0.8359], [4.8063, 1.7302, -1.9114], [3.3282, 2.3526, -0.1557], [2.3115, -2.5035, 1.5384], [0.7619, -2.2275, 2.4138], [2.1756, -2.8013, 3.2536], [-0.5697, -0.2531, 1.6612], [-2.2440, -2.8630, -0.5889], [-4.6856, -3.0456, -0.3258], [-4.9588, 1.0149, 0.3942], [-2.5261, 1.3382, 0.0761], [1.3404, -0.4169, -3.8874], [2.6527, 0.3655, -3.0835], [2.9096, -3.2911, -2.1819], [5.7556, -0.7425, 1.5986], [6.0529, 0.3882, 0.2668], [4.8438, 0.7675, 1.5007], [5.5342, 2.4749, -1.6199], [4.2895, 1.9731, -2.8363], [5.3227, 0.7920, -2.1014], [2.9774, 3.3108, 5.7398], [2.6666, 2.3942, 6.4792], [3.3491, 4.5424, 6.2083], [2.9875, 3.1840, 4.3755], [3.6171, 5.3045, 5.6131], [3.3562, 4.6721, 7.2023], [2.7381, 2.2922, 3.9758], [3.2380, 3.9366, 3.7570], [6.3159, 4.7423, 2.9269], [5.4115, 5.5537, 2.6910], [6.0487, 3.5237, 3.4340], [7.6215, 5.0258, 2.6824], [6.7426, 2.8175, 3.6511], [5.0792, 3.3311, 3.5895], [7.8378, 5.9308, 2.3064], [8.3658, 4.3794, 2.8640], [5.4152, 9.4273, 3.1760], [6.5661, 9.3857, 3.5693], [4.6702, 8.3054, 2.9551], [4.7740, 10.6182, 2.9200], [3.7230, 8.3302, 2.6291], [5.1081, 7.4076, 3.1329], [5.2983, 11.4628, 3.0606], [3.8286, 10.6799, 2.5906], [-5.4265, -5.8263, -2.0936], [-5.1575, -5.2469, -1.0452], [-4.5343, -5.9822, -3.0982], [-6.6593, -6.3724, -2.3315], [-4.7412, -6.4754, -3.9443], [-3.6148, -5.6109, -2.9649], [-7.3635, -6.2886, -1.6127], [-6.8919, -6.8465, -3.1841], [-4.4749, -9.6640, -2.5792], [-4.0581, -8.7661, -3.3051], [-3.8813, -10.8870, -2.5216], [-5.5638, -9.5051, -1.7686], [-4.2055, -11.6312, -1.9351], [-3.0812, -11.0528, -3.1094], [-6.0241, -8.6114, -1.7731], [-5.9140, -10.2281, -1.1702], [4.8181, 6.1819, -1.5966], [4.9387, 5.5629, -2.6436], [5.1771, 7.4969, -1.4811], [4.3244, 5.6142, -0.4636], [5.0943, 8.0207, -0.6304], [5.5470, 7.9455, -2.2970], [4.0607, 4.6465, -0.5063], [4.2319, 6.1004, 0.4096], [-7.4458, -1.7951, 3.4263], [-8.1616, -2.2533, 4.3024], [-6.3928, -0.9670, 3.7015], [-7.6301, -2.0747, 2.1070], [-5.7928, -0.5852, 2.9954], [-6.2249, -0.7414, 4.6634], [-8.3903, -2.6805, 1.8646], [-7.0461, -1.7115, 1.3756], [7.8110, 0.4836, 5.0085], [7.5738, 1.1578, 4.0105], [8.6461, -0.5903, 4.9680], [7.2560, 0.7587, 6.2198], [8.8571, -1.1584, 5.7658], [9.0685, -0.8121, 4.0860], [6.6315, 1.5424, 6.2766], [7.4344, 0.2206, 7.0459], [2.4424, 13.0578, 5.5226], [2.0993, 13.6782, 4.5320], [3.2921, 11.9877, 5.4510], [2.0060, 13.3795, 6.7792], [3.5916, 11.4556, 6.2452], [3.6282, 11.7373, 4.5384], [1.3830, 14.1603, 6.8610], [2.2775, 12.8834, 7.6056], [-1.3426, -12.2658, -5.2474], [-2.0123, -12.6550, -4.3040], [-0.2432, -11.4690, -5.0859], [-1.6397, -12.5985, -6.5371], [0.3196, -11.1396, -5.8459], [0.0015, -11.2098, -4.1493], [-2.4409, -13.1825, -6.6862], [-1.1053, -12.2932, -7.3271], [-1.1071, 3.2463, 2.4180], [-1.2452, 2.1885, 1.8111], [0.0519, 3.5666, 3.0543], [-2.1032, 4.1733, 2.5016], [0.1880, 4.4210, 3.5596], [0.8041, 2.9010, 3.0131], [-2.9697, 3.9635, 2.0441], [-2.0117, 5.0417, 2.9928], [-9.3884, -6.2077, 0.9365], [-9.1835, -6.9038, -0.0519], [-10.6515, -5.9514, 1.3876], [-8.3826, -5.6345, 1.6637], [-10.8649, -5.3883, 2.1933], [-11.4104, -6.3639, 0.8781], [-7.4394, -5.8002, 1.3608], [-8.5394, -5.0674, 2.4752], [3.4583, 1.8093, -5.8945], [2.7171, 1.4692, -4.9660], [4.4844, 2.6699, -5.7573], [3.2804, 1.3204, -7.1575], [5.0877, 2.9384, -6.5213], [4.6502, 3.0622, -4.8494], [2.5255, 0.6790, -7.3052], [3.8666, 1.5764, -7.9297], [-13.1829, -4.1461, 4.0026], [-12.8535, -4.8265, 3.0360], [-14.4951, -3.9818, 4.3397], [-12.2921, -3.5094, 4.8052], [-14.8024, -3.4353, 5.1208], [-15.1778, -4.4406, 3.7666], [-11.3166, -3.5973, 4.5920], [-12.5603, -2.9527, 5.5938], [7.1264, -0.8358, -3.6950], [7.2807, -0.1403, -2.7022], [8.1101, -1.0014, -4.6250], [5.9563, -1.4972, -3.9552], [8.0073, -1.5622, -5.4484], [8.9778, -0.5253, -4.4644], [5.2044, -1.3956, -3.2973], [5.8127, -2.0651, -4.7678], [6.8449, 4.0036, -8.6947], [6.6748, 3.1632, -7.8183], [7.2124, 5.2821, -8.4080], [6.6818, 3.7193, -10.0188], [7.3597, 5.9870, -9.1045], [7.3402, 5.5175, -7.4410], [6.4172, 2.7833, -10.2596], [6.8180, 4.3898, -10.7508], [-12.4521, -3.3803, -2.0975], [-12.8537, -2.7036, -3.0268], [-11.5787, -4.4203, -2.2655], [-12.8402, -3.1619, -0.8031], [-11.2352, -4.9882, -1.5127], [-11.2720, -4.6159, -3.1988], [-13.4819, -2.4106, -0.6373], [-12.5202, -3.7103, -0.0258]]
}

=====

Record 2
{
  "formula": "CH18Ni3O12",
  "method": "the ωB97M-V functional and the def2-TZVPD basis",
  "lumo_ev": [-17.48, -22.79],
  "spin_multiplicity": 8,
  "orbital_gap_ev": [8.6, 3.3],
  "charge": 5,
  "species": ["Ni", "Ni", "Ni", "C", "O", "O", "O", "O", "H", "H", "O", "H", "H", "O", "H", "H", "O", "H", "H", "O", "H", "H", "O", "H", "H", "O", "H", "H", "O", "H", "H", "O", "H", "H"],
  "positions_angstrom": [[3.3954, 0.2937, 1.1735], [-1.3012, -0.0039, 2.5099], [-1.6493, -0.1163, -1.4865], [0.4418, 0.0740, -0.0234], [-0.7461, 0.0649, 0.3957], [0.4025, -0.2013, -1.2059], [1.4235, 0.2679, 0.6215], [-3.4682, 0.1121, -0.5984], [-3.9458, 0.9109, -0.3745], [-4.1318, -0.5775, -0.5795], [1.5680, -2.8667, -1.8886], [1.1489, -2.0061, -1.8894], [2.0724, -2.8887, -2.7018], [-2.5565, -1.5199, 1.9443], [-2.3106, -2.3793, 1.6020], [-3.4875, -1.6014, 2.1512], [1.6719, 2.2586, -1.8856], [1.3496, 1.4663, -1.4561], [1.3078, 2.2173, -2.7699], [2.7427, -0.4566, 2.9609], [3.1311, -0.7522, 3.7842], [1.7989, -0.4795, 3.1189], [-2.1413, -2.1969, -1.2004], [-1.6307, -2.6465, -0.5271], [-3.0360, -2.5127, -1.0739], [-1.7166, 2.0945, -1.6104], [-1.8081, 2.5901, -2.4242], [-1.1159, 2.6161, -1.0781], [-0.1510, 1.7907, 2.7315], [0.5605, 1.8184, 2.0918], [-0.0374, 2.5863, 3.2515], [4.0140, 0.6606, -0.8021], [3.6826, 1.3207, -1.4111], [4.5224, 0.0625, -1.3499]]
}